[1]
ORCA calculation (wB97M-V/def2-TZVPD) on C49H48As2ClHfIN7O9S as an isolated structure at a distorted geometry.

```
119
Properties=species:S:1:pos:R:3:lowdin_charge:R:1
Hf -1.79762 -21.51662 2.73309 1.823
C -3.91595 -19.55356 1.25736 -0.141
C -4.04234 -18.48471 2.34396 -0.099
C -3.53786 -18.82174 3.71769 -0.219
C -3.79628 -17.90052 4.73856 0.007
C -3.44336 -18.14516 6.04159 0.004
C -2.83404 -19.35356 6.33885 -0.010
C -2.57652 -20.22985 5.30176 -0.162
N -2.92313 -20.00783 3.99197 0.000
N -2.54974 -20.12260 1.00827 -0.239
C -2.59303 -21.10490 -0.12637 -0.121
C -3.67161 -22.11000 0.11577 -0.285
C -4.57676 -22.48212 -0.85563 0.027
C -5.61132 -23.35305 -0.51763 0.020
C -5.68728 -23.79323 0.80956 0.006
C -4.71746 -23.37750 1.69899 -0.091
N -3.69157 -22.57142 1.39106 0.028
C -1.64636 -19.00511 0.61104 -0.079
C -0.29446 -19.12444 1.25406 -0.259
C 0.64148 -18.12754 0.99978 0.014
C 1.92538 -18.28210 1.50148 0.013
C 2.23157 -19.43636 2.20894 -0.010
C 1.23906 -20.36429 2.39463 -0.158
N -0.03654 -20.23119 1.93040 -0.018
H -4.59920 -20.35223 1.51073 0.118
H -4.20422 -19.08004 0.31178 0.152
H -3.58558 -17.53307 2.05507 0.126
H -5.13137 -18.27930 2.46222 0.158
H -4.29648 -16.96981 4.46495 0.141
H -3.69424 -17.43728 6.81412 0.134
H -2.51657 -19.65919 7.31709 0.130
H -2.16514 -21.21729 5.44197 0.088
H -2.83281 -20.57231 -1.04012 0.142
H -1.61978 -21.60890 -0.23107 0.089
H -4.50042 -22.05831 -1.86393 0.143
H -6.32060 -23.66311 -1.26885 0.130
H -6.48998 -24.44294 1.12651 0.127
H -4.76718 -23.71535 2.71055 0.093
H -1.49808 -19.05890 -0.46607 0.139
H -2.10715 -18.07460 0.89882 0.122
H 0.35834 -17.24194 0.42261 0.141
H 2.69460 -17.56290 1.25338 0.133
H 3.21313 -19.67048 2.53577 0.114
H 1.43619 -21.25101 2.96855 0.091
Cl 3.98286 -20.45115 7.92278 0.755
C 2.56103 -20.73089 6.94760 -0.574
C 2.16966 -22.01620 6.77644 -0.183
C 1.14042 -22.38642 5.89911 -0.605
I 0.71016 -24.42371 5.76832 1.062
C 0.46235 -21.42505 5.15996 -0.354
O -0.47087 -21.75397 4.22262 -0.350
C 0.80666 -20.04709 5.36127 -0.163
N 0.08684 -19.07449 4.73202 0.105
C 0.37622 -17.80668 4.95699 -0.126
C 1.39281 -17.38421 5.79972 -0.023
C 2.13632 -18.32819 6.46218 0.020
C 1.85674 -19.70311 6.26823 -0.141
H 2.70377 -22.82375 7.29854 0.105
H -0.19987 -17.09438 4.33099 0.125
H 1.55072 -16.32388 5.93135 0.120
H 2.96883 -18.12843 7.09319 0.094
C 1.78105 -19.23381 -2.73553 0.007
O 2.28200 -20.19106 -1.80234 -0.052
C 1.47847 -21.07505 -1.27308 -0.617
O 0.28608 -21.10883 -1.45063 0.053
C 2.11660 -21.92690 -0.23580 -0.351
C 3.34960 -22.43669 -0.43023 -0.272
As 3.44128 -23.21405 -2.22394 1.379
C 4.81053 -24.61889 -2.04053 -0.284
C 1.74319 -24.34235 -1.85982 -0.219
C 0.87462 -24.30483 -0.85916 -0.237
As 0.84040 -23.03715 0.67700 1.335
C 1.76246 -24.16241 1.96720 -0.270
C -0.41168 -25.10542 -0.67271 -0.524
O -1.45672 -24.52228 -0.45555 0.048
O -0.33657 -26.43524 -0.55615 0.008
C 0.93677 -27.09702 -0.61146 -0.007
C 1.48947 -25.23488 -3.02807 -0.573
O 2.38832 -25.48521 -3.79576 0.103
O 0.22731 -25.58761 -3.16914 -0.039
C -0.09125 -26.31518 -4.37357 0.023
C 4.14397 -22.72112 0.83558 -0.566
O 4.05693 -21.91166 1.72403 0.106
O 4.95124 -23.75833 0.80705 -0.054
C 5.85813 -23.86688 1.97262 0.035
H 2.58006 -18.47865 -2.74138 0.114
H 0.82748 -18.87746 -2.31750 0.091
H 1.66619 -19.71259 -3.70310 0.109
H 5.74369 -24.13415 -1.75842 0.030
H 4.97279 -25.09029 -3.02436 0.040
H 4.55346 -25.39937 -1.29920 0.043
H 2.72771 -24.58176 1.66443 0.042
H 1.12755 -25.03090 2.16665 0.028
H 2.01113 -23.64467 2.91487 0.020
H 1.42941 -27.01756 -1.56938 0.085
H 0.69423 -28.13476 -0.40824 0.113
H 1.65756 -26.73728 0.13332 0.099
H -1.17028 -26.20972 -4.43137 0.107
H 0.23012 -27.34505 -4.32203 0.105
H 0.43316 -25.88558 -5.21498 0.101
H 6.56947 -24.65509 1.72985 0.106
H 5.27842 -24.13820 2.85144 0.095
H 6.33956 -22.90685 2.10900 0.100
N -1.46698 -23.87198 2.62486 -0.016
C -2.42474 -24.12819 3.65245 -0.729
N -2.94387 -23.05595 4.13444 -0.029
C -3.90372 -23.32465 5.08120 -0.295
C -4.75160 -22.43428 5.76800 -0.008
C -5.70555 -22.94654 6.59934 -0.038
C -5.80900 -24.32999 6.85124 -0.041
C -5.02219 -25.20627 6.18348 -0.055
C -4.06776 -24.68261 5.29386 -0.446
S -3.00263 -25.61717 4.31250 1.178
H -0.58739 -24.19220 3.00115 0.008
H -1.64980 -24.35800 1.71641 0.097
H -4.67829 -21.37356 5.54524 0.099
H -6.37006 -22.27354 7.17276 0.134
H -6.57820 -24.67130 7.54023 0.132
H -5.07437 -26.26124 6.35644 0.122
```

Properties
- Energy above the lowest of the compared OMol25 structures with the same formula, charge and spin: 0.000 eV
- E_tot: -234872.912 eV
- Net charge: +3
- Kohn-Sham gap: 7.0 eV

[2]
ORCA calculation (wB97M-V/def2-TZVPD) on C49H48BrF4N2P3Si2W as an isolated structure at a distorted geometry.

```
110
Properties=species:S:1:pos:R:3:lowdin_charge:R:1
W -0.93326 -0.18689 -0.10070 1.307
C -2.96965 0.85780 3.30371 -0.180
Si -1.21121 0.31908 3.54782 0.519
C -0.20316 1.56129 4.48230 -0.145
C -0.97680 -1.38581 4.24732 -0.132
N -0.48872 0.17769 1.73058 -0.396
P 1.20425 -0.06850 1.55604 0.831
C 0.95866 -0.59835 -0.12275 -0.428
P 1.23335 0.13564 -1.72666 0.854
N -0.46606 0.34441 -1.88276 -0.415
Si -1.44632 0.83026 -3.49921 0.515
C -1.11240 2.63641 -3.71497 -0.155
C -0.74831 -0.26780 -4.83115 -0.135
C -3.23595 0.42907 -3.16282 -0.180
C 2.04037 1.69480 -1.76800 -0.323
C 3.41038 1.73637 -2.07047 -0.060
C 4.05881 2.95688 -2.14087 -0.020
C 3.35208 4.13174 -1.90831 -0.004
C 2.00010 4.09006 -1.58375 -0.034
C 1.34439 2.87545 -1.50757 -0.107
C 1.99597 -1.03489 -2.80112 -0.340
C 2.09577 -2.37243 -2.40711 -0.077
C 2.71788 -3.28886 -3.23780 -0.031
C 3.23636 -2.87527 -4.45848 -0.001
C 3.13978 -1.54544 -4.85855 -0.016
C 2.52367 -0.62210 -4.03491 -0.087
C 1.87502 -1.34811 2.55165 -0.335
C 1.59560 -2.68045 2.24148 -0.084
C 2.09544 -3.68684 3.04491 -0.033
C 2.87284 -3.37032 4.15525 0.000
C 3.15423 -2.04603 4.46753 -0.016
C 2.65876 -1.02821 3.66831 -0.062
C 2.06320 1.46196 1.71098 -0.341
C 3.46355 1.44434 1.63037 -0.067
C 4.16985 2.62203 1.79928 -0.023
C 3.48862 3.80764 2.05937 -0.008
C 2.10227 3.82850 2.12453 -0.032
C 1.38494 2.65941 1.93760 -0.104
H -3.45578 0.76984 4.27761 0.067
H -3.54408 0.23846 2.61049 -0.005
H -3.05231 1.90120 3.00332 0.036
H -0.44200 1.36500 5.53276 0.070
H -0.47597 2.59604 4.27652 0.053
H 0.87701 1.46083 4.38882 0.032
H -1.67656 -1.45278 5.08556 0.069
H 0.02521 -1.51276 4.64920 0.042
H -1.19292 -2.21015 3.56928 0.009
H -0.06058 2.87905 -3.85487 0.040
H -1.51574 3.24713 -2.90498 0.044
H -1.63442 2.93811 -4.62740 0.069
H -0.28792 0.33426 -5.61284 0.061
H -1.58053 -0.81412 -5.28031 0.056
H -0.01898 -1.00668 -4.51067 0.006
H -3.82132 1.31305 -2.91562 0.038
H -3.40294 -0.32729 -2.38829 -0.006
H -3.65382 0.00225 -4.07549 0.062
H 3.96769 0.82897 -2.26334 0.119
H 5.10886 2.99610 -2.39441 0.132
H 3.85594 5.08576 -1.98868 0.134
H 1.45895 5.00843 -1.40758 0.129
H 0.27539 2.86528 -1.28845 0.091
H 1.70374 -2.70141 -1.45106 0.096
H 2.81274 -4.32079 -2.93233 0.126
H 3.72933 -3.59137 -5.10186 0.134
H 3.55440 -1.23222 -5.80607 0.133
H 2.45989 0.41311 -4.34773 0.123
H 0.99216 -2.93811 1.37224 0.087
H 1.89471 -4.72160 2.80706 0.121
H 3.27038 -4.16205 4.77560 0.134
H 3.76513 -1.80647 5.32622 0.133
H 2.88074 0.00127 3.91862 0.114
H 4.00055 0.51835 1.46001 0.126
H 5.24981 2.61424 1.75280 0.131
H 4.04771 4.71953 2.21946 0.133
H 1.58607 4.75479 2.33068 0.129
H 0.30119 2.68192 2.00126 0.095
F -8.04999 0.43273 0.13623 0.230
C -6.86864 -0.10757 0.12084 -0.100
C -6.70503 -1.48271 0.20848 -0.105
F -7.73742 -2.27261 0.31993 0.215
C -5.41636 -2.02496 0.18876 -0.200
F -5.32925 -3.33866 0.32677 0.135
C -4.25497 -1.25898 0.07266 -0.295
P -2.64768 -2.14687 0.01799 1.040
C -2.45150 -3.16488 -1.44694 -0.359
C -1.51364 -2.85612 -2.43431 -0.121
C -1.35944 -3.68160 -3.53707 -0.047
C -2.13107 -4.82896 -3.66071 -0.007
C -3.04044 -5.16634 -2.66478 -0.014
C -3.19897 -4.35088 -1.55777 -0.052
C -2.56161 -3.14518 1.49692 -0.380
C -3.43497 -2.94408 2.57089 -0.095
C -3.39207 -3.79733 3.66124 -0.034
C -2.47124 -4.83606 3.69067 -0.011
C -1.59550 -5.03320 2.62981 -0.035
C -1.63875 -4.19699 1.52748 -0.091
C -4.46483 0.13195 0.02470 -0.507
Br -3.06899 1.44948 -0.01375 0.980
C -5.72557 0.70080 0.03905 -0.241
F -5.87004 2.00919 -0.01239 0.130
H -0.87611 -1.97708 -2.36273 0.039
H -0.62922 -3.43309 -4.29487 0.113
H -2.01489 -5.47452 -4.52019 0.132
H -3.62035 -6.07525 -2.74410 0.133
H -3.88078 -4.65879 -0.78158 0.111
H -4.17112 -2.15220 2.55042 0.109
H -4.08711 -3.66605 4.47778 0.133
H -2.44905 -5.50984 4.53588 0.133
H -0.90560 -5.86546 2.64828 0.125
H -0.99812 -4.39509 0.67453 0.114
```

Properties
- Energy above the lowest of the compared OMol25 structures with the same formula, charge and spin: 0.289 eV
- E_tot: -180896.638 eV
- Net charge: +4
- Kohn-Sham gap: 5.9 eV